The following is a DFT calculation (ωB97M-V/def2-TZVPD) of C31H76AsF6NO19S5 as an isolated structure at a distorted geometry.

Last column: Mulliken charge in e.
CARTESIAN COORDINATES (ANGSTROEM)
C -0.495 -4.325 -0.969  -1.74
C -1.871 -3.633 -0.844  1.20
C -2.246 -3.489 -2.319  -0.70
O -3.429 -2.834 -2.441  -0.29
C -3.709 -2.384 -3.797  -0.61
N -2.955 -4.578 -0.251  -0.07
H -3.097 -5.459 -0.733  0.40
H -2.805 -4.793 0.730  0.38
H -3.854 -4.101 -0.288  0.27
H 0.287 -3.625 -1.262  0.31
H -0.371 -5.175 -1.639  0.41
H -0.250 -4.586 0.063  0.47
H -1.739 -2.738 -0.244  -0.48
H -2.177 -4.407 -2.909  0.56
H -1.447 -2.850 -2.711  0.23
H -3.389 -3.131 -4.524  0.41
H -3.252 -1.409 -3.963  0.09
H -4.785 -2.262 -3.919  0.25
As -0.849 -0.017 0.819  2.12
F 0.341 0.226 2.128  -0.42
F -1.342 -1.508 1.678  -0.62
F -2.063 -0.526 -0.430  -0.48
F -0.450 1.441 -0.104  -0.32
F 0.372 -0.931 -0.075  -0.33
F -2.047 0.941 1.710  -0.56
C -3.106 1.262 -2.908  1.26
C -3.908 1.887 -4.117  -0.78
C -3.016 3.083 -4.442  -0.38
O -2.210 3.332 -3.244  -0.48
C -2.795 2.579 -2.145  -0.08
H -2.269 0.642 -3.218  -0.42
H -3.864 0.790 -2.281  -0.47
H -4.947 2.148 -3.918  0.32
H -3.950 1.289 -5.029  0.35
H -3.651 3.915 -4.757  0.39
H -2.343 2.926 -5.285  0.13
H -3.636 3.123 -1.711  0.40
H -2.053 2.434 -1.360  -0.21
C 0.910 5.600 -0.672  -0.54
C 1.603 6.005 -1.990  -0.56
C 3.066 5.502 -1.804  -0.45
O 3.020 4.657 -0.662  -0.37
C 1.656 4.335 -0.336  0.26
H -0.165 5.445 -0.768  0.32
H 1.098 6.308 0.135  0.31
H 1.592 7.091 -2.083  0.41
H 1.231 5.519 -2.891  0.12
H 3.650 6.420 -1.747  0.27
H 3.356 4.905 -2.671  0.24
H 1.648 4.104 0.729  0.32
H 1.238 3.490 -0.887  -0.32
C -2.231 -3.178 6.290  -0.45
C -2.598 -2.891 4.848  -0.23
C -4.024 -2.169 4.877  0.24
O -4.226 -1.942 6.297  -0.45
C -3.051 -2.151 7.040  -0.42
H -1.169 -3.150 6.532  0.19
H -2.563 -4.210 6.421  0.28
H -2.452 -3.715 4.151  0.39
H -1.945 -2.084 4.510  -0.06
H -4.800 -2.762 4.394  0.18
H -3.875 -1.293 4.246  -0.29
H -3.356 -2.566 8.001  0.33
H -2.433 -1.262 7.194  0.22
O 6.506 2.733 -0.024  -0.63
S 6.040 1.489 -0.668  1.10
O 7.035 0.473 -1.030  -0.61
O 4.830 0.662 0.167  -0.22
C 4.299 1.329 1.334  -0.67
C 2.873 0.800 1.537  -0.71
C 4.915 1.879 -2.087  -0.52
H 4.307 2.416 1.271  0.48
H 4.916 0.940 2.145  0.27
H 2.295 1.387 2.246  0.47
H 2.841 -0.258 1.795  0.41
H 2.352 0.847 0.579  -0.11
H 3.900 1.894 -1.694  -0.07
H 5.039 1.108 -2.843  0.04
H 5.230 2.899 -2.302  0.56
O -5.330 -2.702 1.257  -0.62
S -5.889 -1.326 1.185  1.13
O -7.318 -0.989 1.165  -0.61
O -5.140 -0.362 2.290  -0.18
C -5.835 0.769 2.765  -0.43
C -4.843 1.894 3.030  -0.97
C -5.192 -0.486 -0.252  -0.44
H -6.433 0.527 3.642  0.28
H -6.381 1.159 1.905  0.50
H -4.453 2.099 2.033  0.14
H -4.034 1.655 3.718  0.26
H -5.362 2.774 3.410  0.42
H -5.848 -0.587 -1.116  0.52
H -4.189 -0.873 -0.421  -0.28
H -5.161 0.587 -0.068  0.25
O -0.395 -1.237 -4.554  -0.57
S 0.585 -0.162 -4.649  0.97
O 2.009 -0.351 -4.835  -0.33
O 0.048 0.971 -5.736  -0.33
C 0.902 2.076 -6.000  -0.12
C 1.981 1.699 -7.009  -1.21
C 0.497 0.898 -3.137  -1.24
H 1.279 2.722 -5.207  0.20
H 0.265 2.758 -6.568  0.36
H 1.662 1.083 -7.846  0.26
H 2.860 1.271 -6.529  0.24
H 2.285 2.713 -7.282  0.44
H -0.438 1.442 -3.252  0.13
H 1.348 1.565 -3.269  0.38
H 0.660 0.309 -2.237  0.55
O 3.816 0.714 5.443  -0.60
S 2.703 -0.183 5.641  1.16
O 2.436 -1.311 4.726  -0.59
O 2.817 -0.785 7.198  -0.36
C 1.963 -1.869 7.560  0.55
C 1.913 -2.037 9.072  -1.20
C 1.073 0.721 5.814  -0.58
H 2.293 -2.836 7.179  0.27
H 0.959 -1.731 7.156  -0.27
H 2.233 -3.020 9.410  0.31
H 0.870 -1.866 9.344  0.30
H 2.448 -1.194 9.510  0.32
H 1.393 1.732 6.056  0.34
H 0.507 0.223 6.597  0.34
H 0.584 0.651 4.843  0.02
O 4.762 -3.207 -4.558  -0.65
S 5.122 -1.812 -4.334  1.15
O 4.828 -0.756 -5.298  -0.55
O 4.520 -1.318 -2.890  0.06
C 4.500 -2.321 -1.813  -0.77
C 3.273 -2.049 -1.024  -0.16
C 6.914 -1.566 -3.846  -1.03
H 5.421 -2.125 -1.264  0.32
H 4.444 -3.344 -2.186  0.50
H 3.444 -1.178 -0.393  -0.33
H 3.244 -2.825 -0.254  0.47
H 2.408 -2.112 -1.682  -0.05
H 7.213 -2.024 -2.905  0.33
H 7.003 -0.486 -3.734  0.30
H 7.571 -1.838 -4.671  0.43

Properties
Highest occupied orbital energy (eV): -9.564
Total energy (hartree): -7536.82841
Total charge: 0
2S+1: 1
Maximum force (eV Å⁻¹): 3.788
Orbital gap (eV): 8.906